1.
ORCA calculation (ωB97M-V/def2-TZVPD) on 3 unconnected molecules or ions with the total composition C3H12N2O2 in a non-equilibrium geometry.

Each line ends with the Löwdin spin population.
Element x y z (Å)
C 1.03 0.54 2.39  0.00
C 0.52 0.08 1.01  0.09
N 1.61 0.00 0.06  0.52
C 1.44 0.13 -1.30  0.02
N 0.71 -0.60 -2.03  0.23
H 1.32 1.59 2.36  0.00
H 0.22 0.47 3.09  0.00
H 1.85 -0.10 2.69  0.00
H -0.23 0.80 0.65  0.03
H 0.01 -0.89 1.05  0.05
H 2.54 0.24 0.38  0.01
H 2.14 0.86 -1.73  0.02
H 0.63 -0.15 -2.94  0.00
H -1.29 -1.20 -1.45  0.00
H -1.95 -2.33 -0.71  0.00
O -1.96 -1.37 -0.77  0.01
H -2.95 1.45 -0.14  0.00
H -2.00 0.32 0.12  0.00
O -2.23 1.21 0.45  0.01

Computed properties:
Gap between HOMO and LUMO (spin up / spin down), eV: 10.6 / 6.1
2S+1: 2
LUMO energy (spin up / spin down), eV: -4.10 / -8.55
⟨S²⟩: 0.7727
Relative energy (zero: lowest compared OMol25 entry of this formula, charge and spin), kJ/mol: 154.02
Net charge: +1

2.
ORCA calculation (ωB97M-V/def2-TZVPD) on 3 unconnected molecules or ions with the total composition C3H12N2O3 in a non-equilibrium geometry.

Each line ends with the Mulliken charge.
Element x y z (Å)
O 0.62 -0.20 1.78  -0.69
C -0.53 -0.41 1.44  0.61
N -0.98 -0.09 0.20  -0.13
C -0.19 0.85 -0.57  -0.64
N 0.76 0.26 -1.51  -0.65
C -1.54 -0.96 2.41  -1.11
H -1.97 -0.09 0.02  0.24
H -0.84 1.43 -1.21  0.38
H 0.36 1.56 0.04  0.38
H 0.58 -0.67 -1.84  0.27
H 1.69 0.28 -1.16  0.27
H -2.44 -1.43 2.05  0.34
H -0.97 -1.52 3.16  0.34
H -1.81 -0.09 3.03  0.30
H -2.16 0.47 -3.57  0.29
H -0.59 0.20 -3.08  0.42
O -1.41 -0.11 -3.49  -0.68
H 2.34 0.00 1.01  0.43
H 2.98 1.32 0.85  0.30
O 3.04 0.43 0.49  -0.68

Computed properties:
Gap between HOMO and LUMO, eV: 10.1
SMILES: CC(=O)NCN.O.O
LUMO energy, eV: 0.58
Relative energy (zero: lowest compared OMol25 entry of this formula, charge and spin), kJ/mol: 54.83
Net charge: 0

3.
ORCA calculation (ωB97M-V/def2-TZVPD) on 3 unconnected molecules or ions with the total composition C3H12N2O3 in a non-equilibrium geometry.

Each line ends with the Mulliken charge.
Element x y z (Å)
O -1.71 -2.55 0.45  -0.47
C -0.80 -1.86 0.01  0.03
C -0.94 -0.40 -0.47  -0.56
N 0.38 0.17 -0.90  -0.21
C 0.46 1.14 -1.96  -0.37
N 1.68 1.98 -1.57  -0.61
H 0.17 -2.42 -0.14  0.37
H -1.40 0.17 0.37  0.24
H -1.79 -0.45 -1.36  0.30
H 1.03 0.30 -0.20  0.38
H 0.56 0.57 -2.91  0.27
H -0.39 1.81 -2.01  0.27
H 1.99 2.60 -2.28  0.19
H 2.57 1.48 -1.10  0.21
H -0.99 -0.54 3.20  0.31
H -1.21 0.04 1.94  0.28
O -1.61 -0.51 2.46  -0.54
H 2.27 1.50 2.14  0.30
H 1.66 1.86 0.65  0.35
O 1.92 1.16 1.29  -0.73

Computed properties:
Gap between HOMO and LUMO, eV: 9.3
SMILES: NCNCC=O.O.O
LUMO energy, eV: 0.50
Relative energy (zero: lowest compared OMol25 entry of this formula, charge and spin), kJ/mol: 359.26
Net charge: 0

4.
ORCA calculation (ωB97M-V/def2-TZVPD) on 3 unconnected molecules or ions with the total composition C3H12N2O3 in a non-equilibrium geometry.

Each line ends with the Mulliken charge.
Element x y z (Å)
C 0.56 1.32 -1.63  -0.49
C -0.64 0.78 -0.54  -0.40
C -0.43 -0.66 -0.29  0.64
N 0.16 -1.55 -1.18  -0.38
O -0.54 -1.10 0.80  -0.76
N 1.51 2.09 -0.90  -0.69
H -0.04 1.92 -2.33  0.28
H 0.99 0.42 -2.08  0.37
H -1.66 1.04 -0.92  0.29
H -0.43 1.36 0.42  0.19
H 0.56 -2.35 -1.06  0.15
H 0.32 -1.30 -2.15  0.21
H 1.05 2.77 -0.33  0.28
H 2.08 1.52 -0.20  0.27
H 1.43 -1.42 2.10  0.31
H 0.54 -0.27 2.39  0.35
O 1.47 -0.53 2.42  -0.63
H -2.78 -0.68 1.98  0.28
H -1.64 -1.65 1.50  0.47
O -2.50 -1.70 1.99  -0.74

Computed properties:
Gap between HOMO and LUMO, eV: 10.1
SMILES: NCCC(N)=O.O.O
LUMO energy, eV: 0.53
Relative energy (zero: lowest compared OMol25 entry of this formula, charge and spin), kJ/mol: 248.07
Net charge: 0

5.
ORCA calculation (ωB97M-V/def2-TZVPD) on 3 unconnected molecules or ions with the total composition C3H12N2O3 in a non-equilibrium geometry.

Each line ends with the Mulliken charge.
Element x y z (Å)
N -0.43 0.73 -1.80  -0.63
C -1.09 -0.09 -0.71  -0.32
C -0.06 -0.65 0.24  0.58
N 1.07 -1.03 -0.31  -0.24
C 2.31 -1.33 0.55  -0.78
O -0.18 -0.62 1.48  -0.70
H -1.13 1.12 -2.45  0.24
H 0.13 1.49 -1.46  0.18
H -1.88 0.49 -0.11  0.35
H -1.70 -0.91 -1.18  0.22
H 1.29 -1.07 -1.36  0.31
H 3.22 -0.76 0.15  0.24
H 1.90 -1.01 1.60  0.27
H 2.65 -2.32 0.65  0.31
H 1.71 2.37 0.43  0.30
H 1.04 3.34 1.29  0.30
O 1.13 3.09 0.40  -0.61
H -3.76 -1.25 0.28  0.30
H -2.81 -0.98 1.45  0.31
O -3.42 -0.62 0.87  -0.63

Computed properties:
Gap between HOMO and LUMO, eV: 10.0
SMILES: CNC(=O)CN.O.O
LUMO energy, eV: 0.71
Relative energy (zero: lowest compared OMol25 entry of this formula, charge and spin), kJ/mol: 169.87
Net charge: 0

6.
ORCA calculation (ωB97M-V/def2-TZVPD) on 2 unconnected molecules or ions with the total composition C3H12N2OS in a non-equilibrium geometry.

Each line ends with the Löwdin spin population.
Element x y z (Å)
C 0.74 -0.70 0.14  0.05
C 1.41 -0.11 1.39  0.09
S 3.16 -0.40 1.33  0.78
N -0.63 -0.25 0.19  0.01
C -1.51 -0.92 -0.78  0.01
N -1.62 -0.08 -1.99  0.00
H 1.21 -0.20 -0.71  0.00
H 0.89 -1.78 0.05  0.00
H 1.14 -0.52 2.33  0.00
H 1.21 0.97 1.40  0.02
H 3.58 0.50 0.41  0.03
H -0.99 -0.45 1.12  0.00
H -1.18 -1.94 -0.99  0.00
H -2.50 -0.96 -0.33  0.00
H -0.67 0.09 -2.33  0.00
H -2.04 -0.64 -2.72  0.00
H -0.83 1.68 0.41  0.00
H -0.89 3.21 0.28  0.00
O -0.46 2.51 0.79  0.00

Computed properties:
Gap between HOMO and LUMO (spin up / spin down), eV: 9.1 / 3.8
2S+1: 2
LUMO energy (spin up / spin down), eV: -3.90 / -9.15
⟨S²⟩: 0.7532
Relative energy (zero: lowest compared OMol25 entry of this formula, charge and spin), kJ/mol: 55.58
Net charge: +1

Question: Look up the net charge of the first one.
Answer: +1

What did the second record say?
ORCA calculation (ωB97M-V/def2-TZVPD) on 3 unconnected molecules or ions with the total composition C3H12N2O3 in a non-equilibrium geometry.

Each line ends with the Mulliken charge.
Element x y z (Å)
O 0.62 -0.20 1.78  -0.69
C -0.53 -0.41 1.44  0.61
N -0.98 -0.09 0.20  -0.13
C -0.19 0.85 -0.57  -0.64
N 0.76 0.26 -1.51  -0.65
C -1.54 -0.96 2.41  -1.11
H -1.97 -0.09 0.02  0.24
H -0.84 1.43 -1.21  0.38
H 0.36 1.56 0.04  0.38
H 0.58 -0.67 -1.84  0.27
H 1.69 0.28 -1.16  0.27
H -2.44 -1.43 2.05  0.34
H -0.97 -1.52 3.16  0.34
H -1.81 -0.09 3.03  0.30
H -2.16 0.47 -3.57  0.29
H -0.59 0.20 -3.08  0.42
O -1.41 -0.11 -3.49  -0.68
H 2.34 0.00 1.01  0.43
H 2.98 1.32 0.85  0.30
O 3.04 0.43 0.49  -0.68

Computed properties:
Gap between HOMO and LUMO, eV: 10.1
SMILES: CC(=O)NCN.O.O
LUMO energy, eV: 0.58
Relative energy (zero: lowest compared OMol25 entry of this formula, charge and spin), kJ/mol: 54.83
Net charge: 0